Entry from the Open Molecules 2025 dataset: an isolated ion of composition C9H11N2 and charge +1 (ωB97M-V/def2-TZVPD).

Geometry as XYZ:
```
22
C9H11N2 ωB97M-V/def2-TZVPD
C 2.76609 1.16375 0.45011
C 2.38240 1.88763 1.55773
C 1.79261 0.63537 -0.38361
C 1.00855 2.21241 1.79449
C 0.40696 0.80860 -0.17647
C 0.21153 1.53842 0.93565
C -3.11521 -1.58101 0.44219
C -0.68237 0.35570 -1.16079
C -0.68362 -2.10957 -0.94934
N -1.29871 -0.84505 -0.77074
N -2.48983 -0.65154 -0.16067
H 3.72909 1.07906 -0.03500
H 2.94477 2.21632 2.40912
H 2.11832 0.10118 -1.22877
H 0.74113 2.95171 2.50324
H -2.67636 -2.53480 0.55649
H -4.09291 -1.24269 0.78400
H -1.37333 1.21255 -1.34701
H -0.12629 0.18905 -2.04761
H -0.08025 -2.49235 -0.16982
H -1.42830 -2.91101 -1.21649
H -0.05429 -1.98374 -1.78671
```

Computed properties:
2S+1: 1
Total energy (eV): -12479.085
Highest occupied orbital energy (alpha / beta) (eV): -13.45 / -12.02
Charge: +1



Entry from the Open Molecules 2025 dataset: a 5-piece molecular cluster, C44H33BrO18 overall (ωB97M-V/def2-TZVPD).

Geometry as XYZ:
```
96
C44H33BrO18 ωB97M-V/def2-TZVPD
C 2.35031 0.52084 0.23328
C 2.98113 0.18637 -1.18582
C 2.12359 -0.82335 -2.02337
Br 2.66347 -0.89856 -3.94774
C 1.97884 -2.23746 -1.38212
C 0.71588 -2.61794 -0.76393
C 0.43766 -3.93261 -0.16276
C -0.96238 -4.31057 0.45756
C -2.04669 -3.63786 -0.48083
C -3.11614 -2.85189 0.15206
C -4.15028 -2.16385 -0.65173
C -4.04582 -2.30740 -2.11194
C -3.00081 -3.09907 -2.74955
C -1.99141 -3.77845 -1.95529
C 1.52144 -4.91524 -0.16423
C 2.78855 -4.54161 -0.78508
C 3.06137 -3.23442 -1.40413
C 4.45247 -3.03139 -2.04700
O 5.03902 -1.98055 -2.17302
C 5.20208 -4.32106 -2.54102
C 4.95229 -5.50830 -1.94008
C 3.91509 -5.61243 -0.77520
O 4.01828 -6.50440 0.03450
H 3.00807 1.33353 0.66111
H 2.44020 -0.35607 0.92732
H 1.30902 0.92456 0.14448
H 4.03423 -0.13564 -0.99951
H 3.04436 1.14129 -1.78419
H 1.07969 -0.39647 -2.05363
H -0.11507 -1.87005 -0.74518
H -1.08450 -3.86501 1.48381
H -1.09811 -5.42848 0.47625
H -3.14519 -2.76261 1.26526
H -4.96657 -1.55887 -0.18961
H -4.77810 -1.79939 -2.77334
H -2.95055 -3.17153 -3.85715
H -1.15729 -4.38584 -2.39102
H 1.34360 -5.92842 0.27144
H 5.95097 -4.16488 -3.35654
H 5.51040 -6.40816 -2.28249
O 4.16719 2.59030 1.72554
C 5.22850 2.88699 2.25055
C 6.41896 3.23216 1.47880
C 7.56399 3.53557 2.09902
O 8.67257 3.85908 1.41118
C 7.66877 3.52957 3.58947
O 8.73415 3.79351 4.11332
C 6.46916 3.20681 4.35994
C 5.32583 2.90764 3.74101
O 4.20549 2.61000 4.43211
H 6.32988 3.23060 0.40103
H 9.35733 4.03220 2.08608
H 6.55315 3.22333 5.43794
H 3.52157 2.43103 3.75842
O -4.02363 -0.64548 -4.39311
C -4.37917 0.43607 -4.82573
C -4.77509 0.63992 -6.21756
C -5.14209 1.85153 -6.64706
O -5.51308 2.06400 -7.92285
C -5.15843 3.03274 -5.73096
O -5.48177 4.12142 -6.16808
C -4.78499 2.82306 -4.33286
C -4.42128 1.61085 -3.90294
O -4.07496 1.39205 -2.61906
H -4.75690 -0.22197 -6.87028
H -5.72758 3.01541 -7.97752
H -4.81760 3.68157 -3.67619
H -3.85264 0.44103 -2.56313
O -10.72945 -4.62238 -0.19624
C -9.55069 -4.59137 0.10659
C -8.49691 -5.09844 -0.77027
C -7.21649 -5.05755 -0.38632
O -6.22942 -5.51495 -1.17732
C -6.81795 -4.50089 0.94221
O -5.64324 -4.50072 1.25820
C -7.86954 -3.97140 1.80945
C -9.14866 -4.00922 1.42375
O -10.13465 -3.52632 2.20314
H -8.79875 -5.50048 -1.72753
H -5.40270 -5.37323 -0.67497
H -7.56635 -3.55523 2.76046
H -10.95959 -3.67307 1.70115
O 1.95092 8.86179 6.15215
C 2.80616 8.21164 5.58100
C 2.48688 7.18998 4.58479
C 3.46045 6.48952 3.99560
O 3.18849 5.54656 3.07307
C 4.89984 6.71819 4.33131
O 5.75749 6.04526 3.78595
C 5.22013 7.75580 5.30908
C 4.24624 8.45893 5.89573
O 4.51669 9.42055 6.79714
H 1.44260 7.03278 4.35256
H 4.05456 5.18892 2.80173
H 6.26533 7.92367 5.53018
H 3.64816 9.77391 7.07078
```

Computed properties:
SMILES: CC[C@@H](Br)c1cc(Cc2ccccc2)cc2c1C(=O)C=CC2=O.O=C1C=C(O)C(=O)C=C1O.O=C1C=C(O)C(=O)C=C1O.O=C1C=C(O)C(=O)C=C1O.O=C1C=C(O)C(=O)C=C1O
2S+1: 1
Total energy (eV): -153055.917
Highest occupied orbital energy (eV): -8.97